DFT (wB97M-V/def2-TZVPD) results for a molecular structure, C31H36CdN8O3S4 at a distorted geometry.

Geometry (Å):
Cd (0.79665, -0.63817, -0.18255)
C (0.81055, -1.02357, 3.14655)
N (1.41345, -0.10227, 2.20175)
C (2.86465, -0.22037, 2.26155)
C (1.00825, 1.26413, 2.34905)
C (0.53015, 1.74023, 3.55515)
C (0.19505, 3.07283, 3.73065)
C (0.46095, 3.95563, 2.70505)
C (0.97425, 3.50123, 1.50625)
C (1.16285, 2.13283, 1.22965)
N (1.54865, 1.56323, 0.04625)
C (1.78685, 2.19953, -1.12755)
C (1.40715, 3.51133, -1.49735)
C (1.87275, 4.12903, -2.63835)
C (2.66945, 3.44413, -3.53685)
C (2.92135, 2.10163, -3.29565)
C (2.49235, 1.47393, -2.14065)
N (2.72435, 0.06903, -1.93195)
C (3.98595, -0.19907, -1.25925)
C (2.63825, -0.73427, -3.14055)
H (1.21065, -0.89957, 4.16425)
H (1.02785, -2.04247, 2.83035)
H (-0.26605, -0.87757, 3.16135)
H (3.23815, -0.06307, 3.28705)
H (3.31715, 0.51783, 1.60385)
H (3.15555, -1.22097, 1.93755)
H (0.41035, 1.07043, 4.39345)
H (-0.22485, 3.41243, 4.66565)
H (0.27575, 5.01563, 2.83125)
H (1.25075, 4.25423, 0.79095)
H (0.69465, 4.04693, -0.89695)
H (1.60815, 5.16283, -2.82055)
H (3.06315, 3.92933, -4.41955)
H (3.49045, 1.54183, -4.02645)
H (4.84005, -0.11427, -1.95485)
H (3.97135, -1.21577, -0.85915)
H (4.12395, 0.50753, -0.44395)
H (3.52585, -0.62897, -3.78905)
H (1.74835, -0.45377, -3.70405)
H (2.55505, -1.78607, -2.85935)
C (-2.61735, -4.54257, 1.78915)
C (-3.04665, -3.22507, 2.30885)
N (-3.95345, -3.01827, 3.21345)
N (-3.96865, -1.67177, 3.39855)
C (-3.06235, -1.02207, 2.61565)
S (-2.71695, 0.57393, 2.59195)
N (-2.47255, -2.05147, 1.90065)
N (-1.48525, -1.86897, 0.95195)
H (-3.14675, -5.32427, 2.32345)
H (-1.54155, -4.66717, 1.91985)
H (-2.84445, -4.62087, 0.72675)
H (-4.64645, -1.23277, 3.99325)
H (-1.88035, -1.61437, 0.04345)
H (-0.91425, -2.71147, 0.84455)
S (1.59255, -3.10597, 0.61845)
C (1.85665, -3.78117, -0.95865)
C (2.91525, -4.67047, -1.11915)
C (3.16465, -5.28807, -2.32965)
C (2.33505, -5.03087, -3.40985)
C (1.28405, -4.14427, -3.27155)
C (1.03385, -3.48767, -2.06725)
S (-0.25425, -2.32187, -2.01015)
H (3.52945, -4.87027, -0.25035)
H (3.99495, -5.97557, -2.42845)
H (2.50755, -5.53367, -4.35395)
H (0.63475, -3.92627, -4.10855)
N (-1.17615, 0.79073, -1.45245)
C (-2.34455, 1.40883, -0.96355)
C (-2.28395, 2.70553, -0.45905)
C (-3.42745, 3.33723, -0.01195)
C (-4.63565, 2.67513, -0.04335)
C (-4.70265, 1.37763, -0.49975)
C (-3.56545, 0.73953, -0.96715)
S (-6.15195, 3.58743, 0.32465)
O (-7.23785, 2.61393, 0.18675)
O (-6.01575, 4.13683, 1.67255)
O (-6.17995, 4.62383, -0.71365)
H (-1.35875, 0.09363, -2.16805)
H (-0.48995, 1.46593, -1.77335)
H (-1.32875, 3.20703, -0.43215)
H (-3.39675, 4.35273, 0.34965)
H (-5.66625, 0.89263, -0.50185)
H (-3.61605, -0.27297, -1.35305)

Output
Total charge: -2
LUMO in eV: 4.081
Highest occupied orbital energy in hartree: -0.0904
2S+1: 1

***

DFT (wB97M-V/def2-TZVPD) results for a molecular structure, C31H36ClO3PdSSeSi2.

Geometry (Å):
Pd (-0.43114, 1.19170, -0.59899)
C (0.25896, 4.67189, -0.05971)
Si (1.07574, 2.98621, -0.24074)
C (2.20179, 2.78462, 1.26746)
C (2.23887, 3.11736, -1.73874)
C (3.19942, 4.12247, -1.89539)
C (4.01944, 4.16333, -3.01077)
C (3.89112, 3.19160, -3.99956)
C (2.93999, 2.19425, -3.86106)
C (2.10679, 2.14718, -2.73741)
Si (0.78378, 0.81401, -2.50989)
C (-0.39773, 0.90100, -3.96441)
C (1.68517, -0.84299, -2.50727)
H (1.02622, 5.44716, 0.03280)
H (-0.37948, 4.70260, 0.82422)
H (-0.35771, 4.90191, -0.93024)
H (3.01624, 3.51527, 1.23850)
H (2.64810, 1.79033, 1.32414)
H (1.63773, 2.95046, 2.19019)
H (3.31026, 4.88764, -1.13224)
H (4.75788, 4.94999, -3.11569)
H (4.52914, 3.21854, -4.87545)
H (2.84660, 1.44455, -4.64196)
H (0.12893, 1.23616, -4.86270)
H (-1.20482, 1.60348, -3.75087)
H (-0.84297, -0.07745, -4.15263)
H (1.82954, -1.18071, -3.53839)
H (1.10675, -1.60438, -1.98215)
H (2.66720, -0.75728, -2.03979)
C (-3.51492, -7.05726, 0.01699)
C (-4.45910, -7.46856, -1.08398)
O (-4.35576, -8.48743, -1.70828)
S (-5.82448, -6.29393, -1.42998)
C (-4.93837, -4.80102, -1.51166)
C (-3.83739, -4.65726, -2.43945)
C (-3.03492, -3.57736, -2.39505)
C (-3.23858, -2.50460, -1.41583)
C (-4.39168, -2.65404, -0.51617)
C (-5.18928, -3.73762, -0.56719)
C (-2.38082, -1.45603, -1.30816)
C (-1.56690, -0.50655, -1.20854)
H (-2.73372, -7.80727, 0.11671)
H (-4.07418, -6.95609, 0.94719)
H (-3.07783, -6.08401, -0.20833)
H (-3.67410, -5.43873, -3.17218)
H (-2.21454, -3.46658, -3.09344)
H (-4.57334, -1.86123, 0.19859)
H (-6.03024, -3.83782, 0.10810)
Cl (-3.93604, 5.00677, 0.92179)
C (-3.86418, 3.60377, -0.18788)
C (-2.50809, 2.90717, -0.16854)
O (-2.04591, 2.62144, -1.31115)
O (-1.97272, 2.62814, 0.91678)
H (-4.09599, 3.96001, -1.18507)
H (-4.62360, 2.89949, 0.14496)
C (4.59976, -0.52043, 5.27106)
C (3.36292, -0.33606, 4.43617)
C (3.30430, -0.80484, 3.13211)
C (2.16662, -0.65460, 2.34645)
C (2.17421, -1.14922, 0.93148)
C (1.04100, -0.02921, 2.90767)
Se (-0.55236, 0.14477, 1.91013)
C (1.08266, 0.46708, 4.22470)
C (-0.09034, 1.17754, 4.84203)
C (2.24569, 0.30616, 4.96107)
H (5.44170, -0.84731, 4.66158)
H (4.43774, -1.27140, 6.04775)
H (4.88015, 0.40844, 5.77004)
H (4.17386, -1.29044, 2.70222)
H (3.17378, -1.47339, 0.64268)
H (1.84729, -0.36079, 0.24931)
H (1.48465, -1.98310, 0.78608)
H (-0.54001, 1.89728, 4.15872)
H (0.22126, 1.70686, 5.74249)
H (-0.87457, 0.46696, 5.11370)
H (2.28455, 0.70140, 5.97108)

Output
Expectation value of S²: 6.035
Total charge: -1
LUMO (spin up / spin down) in eV: 2.300 / 0.181
Highest occupied orbital energy (spin up / spin down) in hartree: -0.1001 / -0.2044
2S+1: 5

***

DFT (wB97M-V/def2-TZVPD) results for a molecular structure, C31H37BrFeIN8O5P at a distorted geometry.

Geometry (Å):
Fe (-1.72609, 0.14563, 1.07590)
O (2.37596, -1.25970, 6.85855)
C (1.18930, -1.06852, 7.02063)
O (0.32218, -0.93612, 7.85056)
C (0.48666, -0.89083, 5.47183)
C (1.28182, -1.08711, 4.36193)
C (0.66932, -0.93959, 3.12690)
N (-0.61356, -0.59892, 3.01328)
C (-1.35251, -0.42586, 4.10011)
C (-0.84741, -0.57213, 5.38728)
C (-2.83808, -0.07056, 3.85445)
O (-3.61537, -0.19944, 4.77345)
O (-3.04845, 0.31461, 2.65332)
H (2.32626, -1.34244, 4.45173)
H (1.20816, -1.10531, 2.20047)
H (-1.48431, -0.44777, 6.24950)
N (-4.19242, -1.18869, -2.22264)
C (-4.25125, 0.09740, -2.69866)
C (-3.48743, 0.83971, -1.84949)
N (-2.96897, 0.03264, -0.87540)
C (-3.41312, -1.18474, -1.11567)
C (-3.07175, -2.29971, -0.26459)
N (-2.34580, -2.13375, 0.81764)
C (-2.22096, -3.35963, 1.39936)
C (-2.88433, -4.28969, 0.65099)
N (-3.41718, -3.60380, -0.40940)
H (-4.68843, -1.97000, -2.61457)
H (-4.81559, 0.36888, -3.57296)
H (-3.28918, 1.89790, -1.87101)
H (-1.68925, -3.49788, 2.32582)
H (-3.01248, -5.35048, 0.77546)
H (-3.98090, -4.01284, -1.13382)
O (0.05131, -0.46633, -0.01976)
P (1.18761, -0.68858, -0.97067)
N (0.86912, -0.06041, -2.48725)
C (0.80715, 1.40671, -2.55270)
C (0.38511, 1.65686, -3.99213)
C (-0.65108, 0.55455, -4.23880)
C (-0.20057, -0.61347, -3.34250)
N (2.55622, 0.01575, -0.41505)
C (3.82544, -0.04480, -1.16597)
C (4.62217, 1.16406, -0.66283)
C (4.00590, 1.46286, 0.70719)
C (2.52557, 1.18748, 0.47687)
N (1.58708, -2.28719, -1.21489)
C (2.37144, -2.95034, -0.14415)
C (1.44251, -4.02368, 0.40953)
C (0.73021, -4.50030, -0.85486)
C (0.49927, -3.20421, -1.63793)
H (1.77992, 1.84046, -2.31694)
H (0.06229, 1.82014, -1.85414)
H (1.24339, 1.52641, -4.65178)
H (-0.01937, 2.65708, -4.14000)
H (-0.69491, 0.25747, -5.28470)
H (-1.64419, 0.89289, -3.94131)
H (0.20406, -1.43857, -3.92911)
H (-1.04213, -0.98792, -2.74893)
H (3.65083, -0.01462, -2.24324)
H (4.34314, -0.97970, -0.93621)
H (4.48747, 2.01811, -1.32849)
H (5.68645, 0.94763, -0.59911)
H (4.18145, 2.48226, 1.04518)
H (4.39514, 0.77197, 1.45764)
H (2.04701, 2.05148, 0.00108)
H (1.97882, 0.95925, 1.39071)
H (2.69320, -2.23344, 0.60843)
H (3.25745, -3.41361, -0.58680)
H (0.72282, -3.57254, 1.09765)
H (1.98201, -4.81835, 0.92191)
H (-0.20549, -5.01911, -0.65160)
H (1.38007, -5.16991, -1.42015)
H (-0.47799, -2.77954, -1.38259)
H (0.53563, -3.36768, -2.71501)
Br (0.13152, 5.67153, 2.78210)
C (-0.33562, 5.64906, 0.95238)
C (-0.28474, 6.83698, 0.23689)
C (-0.60966, 6.85480, -1.10955)
C (-0.98119, 5.68295, -1.75173)
C (-1.03460, 4.49550, -1.04062)
C (-0.71738, 4.48115, 0.30739)
I (-0.81955, 2.63236, 1.39038)
H (0.01162, 7.74270, 0.74705)
H (-0.57103, 7.78817, -1.65427)
H (-1.23244, 5.68823, -2.80357)
H (-1.32333, 3.57616, -1.53398)

Output
Expectation value of S²: 8.762
Total charge: +1
LUMO (spin up / spin down) in eV: -3.442 / -5.927
Highest occupied orbital energy (spin up / spin down) in hartree: -0.3283 / -0.3240
2S+1: 6

***

In eV, the ΔE to the lowest compared entry with this formula, charge and spin values for the records above are, in order, 1.0705, 0.0000, 2.4488.
In a.u., the E values for the records above are, in order, -3627.29475, -5395.25078, -6494.37952.